Entry 1:
The following is a DFT calculation (ωB97M-V/def2-TZVPD) of 2 unconnected molecules or ions with the total composition C44H41N6O at a distorted geometry.

Each line ends with the Löwdin charge.
Element x y z (Å)
H 1.842 5.857 2.674  0.1145
H 3.534 -1.365 -5.623  0.0963
C -2.009 -6.606 -4.030  -0.0175
C -0.459 -2.192 -2.332  -0.0832
H 3.343 0.465 -2.266  0.0754
H -4.049 -4.539 -4.102  0.1596
C -1.387 -3.251 -2.803  -0.1920
C 2.528 -1.113 -5.984  0.0000
H 3.172 -1.248 -2.769  0.1065
H 4.014 -0.062 -3.841  0.0926
H 1.086 -4.741 -2.398  0.1066
H 2.915 1.623 -4.992  0.0973
C 1.368 4.160 1.443  0.0003
H 3.901 6.457 1.362  0.1142
H 1.903 2.303 -3.693  0.0737
C -2.442 4.113 1.208  -0.0195
H 4.081 -1.955 2.857  0.1090
H 1.129 1.658 -5.174  0.1066
H 2.129 -1.950 -6.560  0.1004
C 2.535 -0.904 1.744  -0.0602
C 1.701 3.375 0.305  -0.1913
C 1.169 1.575 -1.265  -0.0759
C 1.285 -0.288 1.823  -0.0283
C -3.569 3.815 3.352  -0.0197
H 0.006 2.012 0.571  0.0493
H 2.048 1.866 -1.838  0.0558
H -1.782 -3.768 5.438  0.1115
C 0.894 2.263 -0.089  -0.0055
H -1.138 -0.752 -3.799  0.1761
N -2.173 1.784 4.016  0.1691
H -1.162 -2.032 3.764  0.1203
C -1.563 -1.738 4.739  -0.0345
H 0.477 3.870 2.008  0.0952
C 3.196 -0.205 -3.120  0.0133
H 3.036 -0.973 0.776  0.1018
H 4.512 5.102 -0.654  0.1143
H 0.501 -2.640 -2.027  0.1271
C -2.728 -0.964 7.178  -0.0661
H 2.926 -1.703 5.049  0.1166
C 0.323 -6.604 -3.270  -0.0881
O 0.310 -2.729 -5.285  0.1090
H -3.181 5.750 -0.011  0.1081
C -0.801 1.712 2.205  0.0134
C -3.289 5.197 0.928  -0.0720
C 3.123 -1.430 2.905  -0.0774
C 2.867 3.754 -0.435  -0.0071
H 3.190 3.208 -1.324  0.1023
H -5.090 5.250 3.856  0.1130
C -0.779 -7.260 -3.862  -0.0827
H -0.888 -1.688 -1.450  0.1146
H 2.593 -0.221 -6.621  0.0977
C 2.479 -1.283 4.138  -0.0540
N -1.826 2.333 2.799  -0.0662
C 0.397 0.572 -1.833  0.0198
C -2.363 0.013 6.256  -0.0197
C 1.254 -0.596 4.217  -0.0083
C 3.637 4.843 -0.053  -0.0641
C -0.175 -1.161 -3.431  -0.1536
C 1.881 0.125 -3.842  -0.4565
N 1.620 -0.869 -4.882  -0.0372
H 0.764 -0.470 5.183  0.1185
C 0.234 -5.277 -2.836  -0.0298
C 0.578 -1.723 -4.638  -0.3615
H -3.646 3.268 4.286  0.1016
C -2.608 3.427 2.418  -0.2064
H -2.780 -3.082 7.629  0.1096
C 3.293 5.603 1.071  -0.0407
H -2.557 1.072 6.439  0.1166
C -2.488 -2.319 6.901  -0.0675
N -0.509 0.686 3.073  0.0506
C -4.378 4.921 3.091  -0.0638
H -3.227 -0.668 8.102  0.1100
C 1.956 1.529 -4.463  0.0158
C -0.989 -4.623 -2.998  -0.1429
C -2.704 -3.125 -3.229  -0.0323
N -3.128 -4.351 -3.713  0.0783
H -0.548 0.306 -1.357  0.1498
H 0.762 0.096 0.948  0.0754
C -2.106 -5.293 -3.581  -0.1919
N 0.698 -0.090 -2.974  0.0532
H -0.665 -8.296 -4.189  0.1028
C -4.243 5.599 1.875  -0.0862
H 1.265 -7.147 -3.165  0.1003
C -1.450 0.705 4.116  -0.2046
C 0.662 -0.118 3.044  -0.2077
C -1.919 -2.709 5.677  -0.0653
C 2.142 5.261 1.809  -0.0468
C -1.733 -0.365 5.051  -0.1737
H -1.644 3.804 0.536  0.0950
H -4.868 6.477 1.687  0.1076
H -3.339 -2.243 -3.246  0.1239
H -2.878 -7.074 -4.498  0.1113

Its orbital gap is 0.1980 Eh. Its HOMO energy is -9.7 eV. As for the LUMO energy: -0.1569 hartree. Its largest force on an atom is 2.51 eV/Å. The total charge is +1. Its relative energy (zero: lowest compared OMol25 entry of this formula, charge and spin) is 0.000 eV.


Entry 2:
The following is a DFT calculation (ωB97M-V/def2-TZVPD) of a molecular structure, C44H42N6O6STi at a distorted geometry.

Each line ends with the Mulliken spin population.
Element x y z (Å)
H 0.218 -6.655 0.519  -0.0001
C -0.501 -3.922 -3.216  0.0002
C -4.524 0.257 -0.126  0.0005
C -3.255 -1.418 1.028  -0.0100
H -3.049 1.147 3.280  -0.0006
C 2.346 -4.545 -0.156  0.0046
O 0.148 1.011 0.910  0.1736
C 0.174 1.276 3.814  0.0865
H 1.217 -3.954 5.000  -0.0032
H 2.556 -3.831 -4.643  -0.0001
C -0.497 -2.681 -2.611  -0.0015
H -2.999 3.348 4.452  0.0116
C 1.702 -2.274 -3.451  -0.0029
C 3.728 2.211 -2.998  0.0005
H -1.360 -4.571 -3.098  0.0000
H -3.221 2.985 1.245  0.0183
H -1.329 -2.385 -1.990  -0.0007
C -1.665 1.911 -3.323  -0.0008
C 0.618 -0.555 -1.885  -0.0012
H 0.374 2.055 -1.380  -0.0011
C -1.124 2.965 0.765  -0.0084
H 2.507 0.609 -0.255  0.0017
C 0.048 5.007 1.322  0.0176
C -3.405 1.069 -0.172  -0.0039
H -0.770 4.267 5.133  0.0008
H 0.963 -6.457 -1.093  0.0001
C -2.088 2.793 4.272  0.1973
C 2.622 0.905 -1.299  0.0069
H 0.047 2.963 -4.091  0.0000
H -5.326 -1.633 0.491  -0.0001
H -3.451 2.017 -0.686  0.0002
C 0.585 -4.342 -3.966  -0.0003
H 2.593 -1.666 -3.514  0.0000
O -0.987 0.675 -3.369  0.0000
C -0.838 3.299 4.652  -0.0329
N 0.866 -2.690 1.200  0.0059
C 2.538 0.598 4.458  -0.0390
C -2.302 3.548 1.215  -0.0112
S 4.048 -2.393 3.693  0.0201
H 3.032 1.907 -5.004  -0.0001
H -1.520 -0.315 -1.644  0.0022
C 0.363 -5.969 -0.323  -0.0002
H -1.488 3.824 -4.329  0.0001
H -1.158 6.617 2.079  0.0003
N 0.954 -0.841 3.159  0.2484
C -2.201 0.665 0.405  0.0221
C -4.452 -0.996 0.470  0.0013
C 0.596 -1.821 -2.741  -0.0036
C -2.144 -0.592 1.013  0.0884
O -1.547 2.427 -2.012  -0.0008
C 3.579 1.836 -1.666  0.0077
H 2.889 -4.256 5.115  -0.0022
H 4.469 2.947 -3.283  0.0001
H 4.212 2.284 -0.912  0.0004
H -3.265 1.348 -4.663  0.0001
C 1.238 0.353 3.726  0.1734
H 0.978 5.557 1.395  0.0011
H -3.684 2.665 -3.540  0.0001
C -0.630 1.616 -1.281  0.0124
H -0.621 -5.725 -0.725  0.0001
H -3.164 -2.400 1.468  0.0001
C 2.165 -2.406 0.864  0.0074
H 2.408 0.607 5.545  0.0081
C -0.687 0.286 -2.037  0.0012
H -3.242 5.296 2.006  0.0001
N 1.013 -4.758 0.103  0.0014
C 2.392 -2.666 3.967  -0.0392
C 1.939 0.729 -3.598  -0.0003
C -3.157 1.720 -3.648  0.0004
C -1.004 2.851 -4.345  0.0001
C 0.239 -3.784 0.767  -0.0040
H 3.978 -3.162 -0.032  0.0001
C 2.913 1.637 -3.961  -0.0003
H -5.452 0.601 -0.569  0.0001
C -2.104 1.565 3.622  -0.0991
H 2.957 1.560 4.153  0.0109
H 0.581 -5.312 -4.447  0.0000
C 0.286 2.555 4.425  0.0744
H -3.580 0.997 -2.956  -0.0002
N 1.321 -1.997 3.726  0.1728
H 2.874 -5.343 -0.661  0.0020
N -1.050 0.824 3.389  0.1131
C -1.143 5.596 1.722  0.0067
N 2.123 -3.917 4.551  0.0207
Ti 0.694 -0.655 1.210  1.0333
H 1.260 2.928 4.709  0.0248
C 0.052 3.713 0.845  0.0016
C -0.953 1.526 0.265  -0.0285
C 1.692 -3.512 -4.073  0.0003
H 0.983 3.241 0.561  -0.0113
H -1.078 2.412 -5.337  0.0000
H 1.281 0.308 -4.343  -0.0002
C -2.312 4.856 1.669  -0.0074
C 2.943 -3.369 0.186  0.0070
O 0.617 -1.022 -0.600  -0.1199
O -0.959 -4.002 0.933  -0.0016
C 1.778 0.356 -2.259  -0.0185
H -1.211 -0.941 1.487  -0.1148
H 3.256 -0.178 4.195  0.0009
O 2.549 -1.213 1.129  -0.0216

Its orbital gap (alpha / beta) is 0.1358 / 0.1904 Eh. The spin multiplicity is 3. Its HOMO energy (alpha / beta) is 0.5 / -1.0 eV. As for the LUMO energy (alpha / beta): 0.1544 / 0.1544 hartree. Its largest force on an atom is 3.93 eV/Å. The total charge is -2. Its relative energy (zero: lowest compared OMol25 entry of this formula, charge and spin) is 1.439 eV.


Entry 3:
The following is a DFT calculation (ωB97M-V/def2-TZVPD) of a molecular structure, C44H43As2Cl3LaNO8P2 at a distorted geometry.

Each line ends with the Löwdin charge.
Element x y z (Å)
C -1.822 -1.051 -6.350  -0.1125
H -2.511 -2.777 4.529  0.1180
H -4.227 -1.505 -5.083  0.0093
N -0.500 3.053 2.046  0.0611
As -0.331 2.164 -4.071  1.1145
Cl 3.648 5.336 -0.304  0.6288
C -0.278 0.030 -7.817  -0.0765
H 0.952 1.537 -6.909  0.0798
C -2.160 3.066 0.305  -0.3502
C 0.106 3.459 3.175  -0.1623
C -1.667 4.969 3.566  0.0163
H -4.165 -5.677 1.723  0.1268
C 2.119 -3.423 -1.376  -0.0555
C -0.563 0.844 -5.553  -0.4627
H 2.648 2.364 4.800  0.1825
H -2.327 -2.712 -3.962  0.0390
C -4.353 -0.575 -4.509  -0.2997
C 3.071 -5.608 0.032  -0.0804
H 1.079 4.235 -4.623  -0.0014
H 1.772 2.857 -5.387  0.0079
H 0.338 3.603 -6.142  0.0373
H -5.139 -0.714 -3.777  0.0101
C 0.164 -0.964 5.276  -0.0587
H 6.720 -0.157 2.979  0.1429
C -3.356 -3.846 0.866  -0.0576
P 1.708 -1.883 0.842  0.7730
C -3.419 -4.309 3.201  -0.0495
H -1.372 -2.055 -2.539  -0.0144
C -1.851 0.248 4.699  -0.0659
H -2.392 2.829 -5.494  0.0348
C 0.122 0.870 -6.767  -0.1002
H -1.580 4.234 -4.887  0.0005
C 0.253 -0.208 6.447  -0.0611
C -0.834 -0.668 4.326  -0.2972
H -1.458 -1.732 -8.354  0.1143
O -1.551 2.128 -0.286  -0.0504
H -2.504 1.737 6.133  0.1175
H -0.013 -3.235 1.820  0.0961
C -1.701 1.051 5.839  -0.0685
C 4.049 -0.523 0.825  -0.0689
C -2.630 -2.653 1.099  -0.0587
C -2.282 -2.333 2.433  -0.3033
O 1.160 -0.836 -0.139  -0.5349
H -3.660 -4.980 4.014  0.1106
Cl 3.677 5.141 -3.139  0.6770
H 2.234 -4.658 -3.113  0.1299
O -0.994 -0.001 1.702  -0.4900
H -0.475 1.491 7.599  0.1264
H 2.836 -6.710 -1.863  0.1265
As -2.566 -0.151 -3.619  1.1139
H 1.784 -2.558 -1.940  0.1110
H -2.732 3.276 -3.813  -0.0007
H 0.914 -1.703 5.093  0.0861
H 1.094 -2.634 3.032  0.0606
C 2.215 -3.372 0.001  -0.2991
C 2.844 -5.772 -1.308  -0.0494
O 1.841 2.957 4.752  0.1721
H -2.294 -2.034 0.269  0.1018
H -2.151 5.712 4.195  0.1389
C -2.741 -3.103 3.493  -0.0649
H 2.734 -1.778 3.686  0.0660
La 0.752 1.395 0.612  2.1665
H 3.403 -6.463 0.629  0.1242
C 0.505 -2.308 2.160  -0.2591
Cl 1.171 5.769 -1.716  0.6288
C -0.493 4.404 3.990  0.0565
H -3.525 4.345 0.409  0.1179
C -1.196 -0.977 -7.599  -0.0852
C -1.612 3.638 1.555  -0.1391
C 0.833 3.330 -5.207  -0.3387
H 0.259 0.088 -8.778  0.1157
O 1.847 1.903 2.755  -0.0794
H -0.113 4.648 4.975  0.1455
H 3.095 -4.325 1.761  0.1234
H 1.031 -0.442 7.153  0.1111
C 2.828 -4.427 0.692  -0.0699
H -3.206 5.111 2.023  0.1516
H -2.574 -1.820 -6.164  0.0776
H -3.638 -4.049 -0.164  0.1096
C 3.128 -1.158 1.688  -0.2934
C -3.655 -4.718 1.889  -0.0602
C 2.415 -4.647 -2.012  -0.0440
C -1.496 -0.140 -5.308  -0.4506
O -3.197 3.716 -0.280  0.1777
P -0.869 -1.199 2.636  0.7714
C 3.477 -1.345 3.057  -0.0781
C 5.689 -0.427 2.595  -0.0381
H 5.959 0.407 0.621  0.1210
C -2.219 4.652 2.318  0.0735
H 3.731 -0.334 -0.192  0.1116
C -2.323 -2.031 -3.067  -0.3541
H -3.130 -2.319 -2.374  0.0082
H 4.946 -1.038 4.557  0.1232
C -0.628 0.848 6.716  -0.0528
C 2.704 4.875 -1.713  -1.5385
C 5.310 -0.141 1.292  -0.0469
H -4.593 0.240 -5.186  0.0166
C -1.949 3.274 -4.581  -0.3096
C 2.270 3.424 -1.579  -0.8695
O 1.645 3.167 -0.493  -0.3607
C 1.339 2.765 3.523  -0.3721
O 2.593 2.580 -2.390  0.0136
C 4.727 -0.956 3.477  -0.0684
H -2.727 0.390 4.044  0.1263

Its orbital gap is 0.1628 Eh. Its HOMO energy is -11.4 eV. As for the LUMO energy: -0.2569 hartree. Its largest force on an atom is 4.04 eV/Å. The total charge is +2. Its relative energy (zero: lowest compared OMol25 entry of this formula, charge and spin) is 0.000 eV.